No. 1
Molecular formula: C5H9N2
Method: DFT, ωB97M-V with the def2-TZVPD basis set

The geometry in XYZ format:
```
16
Properties=species:S:1:pos:R:3:forces:R:3:lowdin_charge:R:1
C -1.4404 -0.6691 0.7803 1.081 -1.786 0.139 -0.030
C -0.1434 1.0550 -0.2411 2.805 3.740 -1.717 -0.068
C -1.8630 -0.4433 -0.5548 -4.696 -3.790 -1.605 -0.101
C 0.4569 -0.3419 -0.6680 1.537 1.767 3.928 -0.315
C 1.6627 -0.7580 0.2632 -1.217 1.334 0.229 -0.018
N -1.4557 0.6833 0.1728 1.114 1.259 2.713 0.056
N -0.6283 -1.1893 -0.3300 -2.481 -0.746 -0.198 0.080
H -1.7426 -1.1285 1.7523 0.177 0.899 -1.057 0.199
H 0.4785 1.6265 0.5235 -1.059 -1.178 -0.409 0.157
H -0.2979 1.8944 -1.0420 0.460 -1.917 0.852 0.174
H -2.8882 -0.7134 -1.0491 2.429 0.906 0.687 0.223
H 0.7240 -0.3852 -1.6603 0.236 -0.222 -2.314 0.124
H 1.2009 -0.7229 1.3171 1.048 -0.318 -1.339 0.098
H 2.4438 0.0840 0.2124 -0.733 -1.838 -0.027 0.111
H 1.9305 -1.8085 -0.0310 0.335 1.264 0.517 0.102
H -1.9882 1.3319 0.7226 -1.036 0.625 -0.400 0.209
```
Forces are in eV/Å.

Summary:
total charge = +1
multiplicity = 1
SMILES = C[C@@H]1C[N@H+]2[C@@H]3[C@H]2N13
maximum force = 6.2 eV Å⁻¹
E_LUMO = -3.24 eV
HOMO = -15.69 eV
ΔE to the lowest compared entry with this formula, charge and spin = 131.0 kcal/mol

***

No. 2
Molecular formula: C4H6O2
Method: DFT, ωB97M-V with the def2-TZVPD basis set

The geometry in XYZ format:
```
12
Properties=species:S:1:pos:R:3:forces:R:3:lowdin_charge:R:1
C -1.3925 -0.2473 -0.7563 0.912 0.456 -0.679 0.031
C -0.6553 -0.2404 0.3773 -0.152 0.377 -0.695 -0.371
O -1.1165 -1.1171 1.2950 -0.484 -0.297 -0.440 0.042
C 0.5800 0.5223 0.6817 -0.271 0.012 0.177 -0.224
C 1.7050 0.3733 -0.2653 0.213 -0.165 -0.039 -0.093
O 0.8927 1.5278 -0.2646 0.006 0.219 -0.026 -0.021
H -1.5073 0.5921 -1.4102 0.624 0.135 -0.470 0.057
H -1.6443 -1.2390 -1.1340 -0.900 0.262 0.393 0.077
H -1.9788 -1.1633 0.7876 0.440 -1.101 1.754 0.113
H 0.8073 0.7593 1.7212 -0.139 -0.017 -0.167 0.152
H 1.5858 -0.2851 -1.1261 -0.060 0.122 0.185 0.122
H 2.7239 0.5174 0.0937 -0.188 -0.003 0.009 0.115
```
Forces are in eV/Å.

Summary:
multiplicity = 1
SMILES = C=C(O)[C@H]1CO1
maximum force = 2.1 eV Å⁻¹
E_LUMO = 0.95 eV
HOMO = -8.68 eV
ΔE to the lowest compared entry with this formula, charge and spin = 78.1 kcal/mol

***

No. 3
Molecular formula: C3H6O2S
Method: DFT, ωB97M-V with the def2-TZVPD basis set

The geometry in XYZ format:
```
12
Properties=species:S:1:pos:R:3:forces:R:3:lowdin_charge:R:1
C 1.8506 -0.0065 0.4156 0.757 -0.422 0.147 -0.340
C 0.3753 -0.1758 0.9130 2.754 -0.470 -0.643 -0.521
C -1.7975 0.4629 -0.1700 3.675 0.024 0.157 -0.339
H 2.8141 0.9232 -0.9049 -5.650 -1.264 -1.698 0.256
H 2.6077 -1.0139 0.4825 -2.542 2.263 -0.847 0.141
H 2.5889 0.7009 1.1508 -2.543 -1.114 -2.051 0.140
H 0.4755 -0.7823 1.7530 -0.350 -0.691 2.010 0.027
H -0.1605 0.8409 0.9776 1.941 -2.026 0.650 0.038
H -2.7682 0.1601 -0.5793 -0.115 1.185 0.202 0.082
O 1.5570 0.5323 -1.0133 8.321 1.039 3.378 -0.266
O -1.2244 1.4895 0.2311 -5.125 -1.789 -2.294 -0.058
S -0.6743 -1.1679 -0.2233 -1.123 3.264 0.988 0.839
```
Forces are in eV/Å.

Summary:
multiplicity = 1
maximum force = 9.0 eV Å⁻¹
E_LUMO = 0.25 eV
HOMO = -9.18 eV
ΔE to the lowest compared entry with this formula, charge and spin = 137.7 kcal/mol

***

No. 4
Molecular formula: C6H14
Method: DFT, ωB97M-V with the def2-TZVPD basis set

The geometry in XYZ format:
```
20
Properties=species:S:1:pos:R:3:forces:R:3:lowdin_charge:R:1
C 2.6416 0.8360 -0.1840 -1.277 0.243 -1.678 -0.127
C 2.1001 -0.4658 0.3973 -0.588 -0.580 0.628 -0.288
C 0.7132 -0.8843 -0.1459 -0.392 0.462 -0.695 -0.235
C -0.4596 0.0965 0.1755 1.076 0.248 -0.256 -0.250
C -1.8130 -0.3434 -0.3578 0.565 -1.940 -0.503 -0.325
C -2.9777 0.4208 0.2003 -1.650 0.852 0.920 -0.157
H 2.6302 0.7458 -1.3251 0.332 0.007 1.365 0.093
H 3.6488 1.0871 0.1441 -0.131 0.056 0.062 0.061
H 1.9227 1.6735 -0.0210 0.757 -0.421 0.286 0.066
H 1.9973 -0.4479 1.5107 0.371 0.223 -0.686 0.111
H 2.7905 -1.2850 0.1499 -0.053 0.182 0.201 0.099
H 0.8190 -1.0481 -1.2462 -0.273 0.199 0.585 0.116
H 0.3998 -1.8471 0.2723 0.319 -0.038 0.015 0.101
H -0.2561 1.0943 -0.2947 -0.031 -0.605 0.716 0.114
H -0.4778 0.1836 1.2757 -0.108 0.280 -0.304 0.116
H -1.9630 -1.4819 -0.1499 0.225 1.826 -0.434 0.135
H -1.7453 -0.2088 -1.4700 -0.366 -0.321 0.807 0.118
H -3.9166 0.0968 -0.3253 0.741 0.473 0.447 0.073
H -2.8722 1.5475 0.0780 -0.082 -1.350 0.068 0.087
H -3.1818 0.2303 1.3160 0.566 0.205 -1.543 0.092
```
Forces are in eV/Å.

Summary:
multiplicity = 1
SMILES = CCCCCC
maximum force = 2.1 eV Å⁻¹
E_LUMO = 1.25 eV
HOMO = -10.87 eV
ΔE to the lowest compared entry with this formula, charge and spin = 12.0 kcal/mol

***

No. 5
Molecular formula: C17H28FeOP2
Method: DFT, ωB97M-V with the def2-TZVPD basis set

The geometry in XYZ format:
```
49
Properties=species:S:1:pos:R:3:forces:R:3:mulliken_spin:R:1
Fe -0.9500 0.8044 0.4346 1.273 -0.856 -0.677 4.506
H 1.8341 -1.5380 -1.1858 -0.378 -0.455 0.769 -0.006
H 1.5177 -1.8336 -0.5490 0.416 0.335 -0.847 0.009
P -0.0684 0.8867 -1.8542 -1.206 2.229 -2.068 -0.048
P -0.9329 -1.4289 1.3927 -1.660 1.446 0.033 -0.198
C -1.1321 -0.4883 2.9742 -0.169 -0.504 0.018 0.000
H -1.6194 -1.2288 3.6162 -0.022 0.222 0.358 -0.004
H -0.1905 -0.1633 3.4345 -0.252 -0.052 -0.262 -0.013
H -1.8257 0.3571 2.7857 0.443 -0.460 0.275 0.030
C -2.6147 -2.1111 1.1849 0.070 -0.050 -0.391 0.026
H -2.6259 -2.7511 0.2964 -0.135 0.252 -0.015 0.007
H -2.9060 -2.7413 2.0166 0.161 -0.086 0.364 0.006
H -3.3634 -1.3107 1.1047 0.354 -0.177 -0.182 -0.018
C 0.1099 -2.8246 1.8295 0.379 0.013 -0.431 0.011
H 1.0446 -2.3992 2.2246 -0.120 -0.434 -0.164 -0.001
H -0.4087 -3.4290 2.5963 0.240 0.345 -0.344 0.003
H 0.2748 -3.4194 0.9174 0.174 0.038 0.490 0.000
C -1.6496 0.8414 -2.8502 -0.175 -0.620 0.482 0.028
H -1.6456 1.2859 -3.8439 0.567 0.145 0.020 0.006
H -1.9555 -0.1989 -2.9732 -0.047 -0.066 -0.002 0.012
H -2.4524 1.3368 -2.2941 0.213 -0.050 0.102 -0.014
C 0.1881 2.7315 -1.8924 0.335 -0.263 0.654 -0.008
H 1.1271 2.9003 -1.3605 -0.022 0.263 -0.140 -0.003
H 0.2234 3.2254 -2.8684 -0.037 -0.473 -0.022 0.000
H -0.5932 3.2018 -1.2845 0.079 -0.092 -0.130 0.006
C 1.1800 0.3676 -3.1035 0.304 -0.498 0.271 0.024
H 1.0630 -0.7087 -3.3029 0.080 0.365 -0.094 -0.002
H 1.1124 0.9444 -4.0505 -0.189 -0.288 0.726 0.003
H 2.1753 0.5210 -2.6619 -0.186 -0.044 -0.211 0.001
C 1.2441 1.2012 1.2806 -0.723 0.424 -0.715 0.204
O 1.1316 2.3853 1.0227 0.244 -1.711 0.628 0.226
H -0.7444 -0.8688 -0.3554 0.225 0.083 1.443 0.013
C 2.8770 1.9243 6.0592 -0.226 -0.224 -0.721 -0.006
C 1.7401 2.3485 5.3019 0.107 -0.064 0.070 0.011
C 1.5281 1.8826 4.0366 -0.295 0.234 0.273 -0.038
C 2.4008 0.9483 3.5018 0.967 -0.285 -0.835 0.003
C 2.2381 0.5071 2.1445 1.467 -0.281 0.384 0.128
C 3.1317 -0.4643 1.6837 -1.011 0.625 -0.356 0.056
C 4.1701 -0.9726 2.4687 0.327 -0.169 0.897 -0.002
C 4.3793 -0.4822 3.7329 -0.054 -0.658 -0.385 0.020
C 3.5285 0.4934 4.2606 -0.774 -0.066 -0.506 -0.004
C 3.7587 0.9902 5.5450 -0.629 0.899 0.706 0.007
H 3.0400 2.3604 7.0202 0.064 0.103 0.505 0.000
H 0.9938 3.0453 5.6624 0.364 0.116 0.479 0.001
H 0.7110 2.2082 3.3924 0.060 0.203 0.611 0.016
H 3.0568 -0.8295 0.6802 -0.147 -0.040 -0.442 0.003
H 4.8034 -1.7873 2.1351 -0.113 0.191 -0.336 0.001
H 5.1366 -0.9021 4.3909 0.084 0.138 -0.279 0.001
H 4.6410 0.6251 6.0806 -0.427 0.300 -0.007 0.000
```
Forces are in eV/Å.

Summary:
total charge = +1
multiplicity = 6
expectation value of S² = 8.866
maximum force = 3.3 eV Å⁻¹
E_LUMO (spin up / spin down) = -3.49 / -3.61 eV
HOMO (spin up / spin down) = -9.12 / -10.91 eV

***

No. 6
Molecular formula: C27H38N8O6PtS
Method: DFT, ωB97M-V with the def2-TZVPD basis set

The geometry in XYZ format:
```
81
Properties=species:S:1:pos:R:3:forces:R:3:mulliken_spin:R:1
Pt -0.1229 0.9680 0.1602 -0.440 0.898 -1.529 1.477
C -5.3810 4.4067 1.4834 -0.247 0.135 -0.029 -0.002
N -3.9686 4.0462 1.3529 0.166 -0.021 0.295 -0.006
N -3.5750 2.8047 0.8858 0.107 0.054 -0.484 0.022
C -2.3609 2.9670 0.2260 -0.392 0.519 0.041 0.042
O -1.8367 2.0373 -0.4720 0.389 -0.329 0.208 0.050
C -1.9772 4.3028 0.3991 0.179 -0.225 -0.045 0.000
C -3.0000 4.9412 1.0597 -0.007 -0.189 0.020 0.030
C -3.1610 6.3805 1.3734 -0.105 0.071 -0.077 -0.001
C -4.1495 1.6176 1.3846 0.043 -0.280 0.179 0.353
C -4.9768 1.6355 2.4856 0.155 0.106 -0.024 -0.095
C -5.6888 0.5066 2.8797 -0.007 -0.027 0.018 0.308
C -5.5735 -0.7025 2.1555 0.036 -0.109 -0.020 -0.031
C -4.7005 -0.8054 1.1330 0.127 -0.027 0.010 0.230
C -3.8260 0.3171 0.7199 -0.747 0.491 -0.056 -0.068
H -5.9978 3.5779 1.1539 0.005 -0.006 -0.040 0.002
H -5.5925 5.2682 0.8523 0.030 -0.041 -0.029 0.000
H -5.6397 4.6553 2.5115 0.083 -0.052 0.009 0.001
H -1.0555 4.7317 0.0450 -0.068 0.071 -0.036 0.000
H -2.1896 6.8671 1.3904 0.008 -0.009 0.032 0.000
H -3.6585 6.5255 2.3309 0.038 0.021 0.014 0.001
H -3.7605 6.8714 0.6021 -0.005 -0.006 0.020 0.004
H -5.0927 2.5383 3.0657 0.006 0.027 -0.041 0.005
H -6.3393 0.5662 3.7404 0.027 -0.018 0.014 0.003
H -6.1687 -1.5592 2.4404 -0.017 0.022 -0.001 0.004
H -4.5517 -1.7413 0.6103 -0.063 0.040 -0.063 0.004
H -3.7830 0.4251 -0.3634 0.211 -0.041 0.052 0.119
C 1.2289 -0.4464 -2.5946 0.061 -0.128 -0.068 -0.017
N -0.0029 0.2178 -2.0594 -0.098 0.238 0.626 0.174
C -1.1110 -0.7862 -2.1028 -0.108 -0.159 -0.221 0.011
N -1.3286 -1.2684 -3.4442 -0.157 -0.174 -0.009 0.011
C -0.0929 -1.8937 -3.9326 -0.028 0.118 0.074 0.003
N 1.0039 -0.9255 -3.9354 0.271 -0.122 -0.116 0.018
C 0.6518 0.1966 -4.8068 -0.112 -0.012 0.148 0.001
N -0.5720 0.8460 -4.3281 0.008 0.187 -0.185 0.017
C -0.3588 1.3399 -2.9901 -0.052 0.034 -0.237 -0.003
C -1.6590 -0.1340 -4.3144 0.094 0.010 0.068 0.004
H 1.5006 -1.2857 -1.9505 -0.050 0.012 0.001 -0.007
H 2.0442 0.2806 -2.6053 -0.035 0.058 0.044 0.006
H -2.0213 -0.3103 -1.7353 0.025 0.077 0.010 0.016
H -0.8511 -1.6224 -1.4484 0.051 0.043 0.027 -0.007
H -0.2546 -2.2579 -4.9460 0.011 -0.005 0.002 0.001
H 0.1687 -2.7372 -3.2916 -0.009 0.007 -0.004 -0.001
H 0.4947 -0.1680 -5.8208 0.004 -0.009 0.005 0.001
H 1.4672 0.9216 -4.8156 -0.004 -0.006 -0.011 -0.001
H -1.2626 1.8220 -2.6260 0.012 -0.041 0.047 -0.001
H 0.4595 2.0631 -2.9908 0.032 -0.038 0.057 0.001
H -1.8283 -0.4981 -5.3267 0.001 -0.002 0.003 0.001
H -2.5718 0.3466 -3.9568 0.004 -0.021 0.000 0.000
C 6.6491 -2.9627 2.4611 -0.135 0.039 -0.059 0.003
C 5.9615 -1.9611 1.5424 0.172 -0.081 0.136 -0.009
N 5.3582 -2.5630 0.3554 -0.362 0.119 0.025 -0.002
C 6.2055 -3.3128 -0.5744 -0.003 -0.303 -0.167 -0.001
C 6.0792 -4.8234 -0.3913 0.010 0.188 0.017 0.000
C 4.0908 -2.3293 -0.0083 0.549 -0.064 0.221 0.039
O 3.5859 -2.6357 -1.0822 -0.184 0.067 -0.080 0.084
C 3.1296 -1.7063 0.9613 -0.104 -0.292 0.232 0.283
C 2.6271 -2.4133 2.0878 0.191 0.060 -0.067 -0.063
C 1.5388 -1.9579 2.7388 -0.212 0.032 -0.020 0.257
C 0.8475 -0.7041 2.3201 0.206 0.086 0.311 -0.037
N 1.3203 -0.1290 1.0705 0.174 -0.659 0.071 0.310
C 2.4027 -0.5968 0.5014 -0.234 0.392 -0.046 0.105
H 6.9757 -2.4529 3.3667 0.035 -0.011 -0.011 0.000
H 7.5277 -3.3996 1.9890 -0.012 -0.038 0.007 0.000
H 5.9686 -3.7664 2.7450 0.023 -0.014 0.020 0.000
H 6.6887 -1.2116 1.2159 -0.069 0.028 -0.010 0.001
H 5.1779 -1.4365 2.0907 0.038 0.055 -0.026 0.010
H 7.2363 -2.9908 -0.4321 -0.026 0.092 0.028 0.000
H 5.8932 -3.0528 -1.5848 0.085 0.098 -0.006 0.002
H 6.3782 -5.1276 0.6106 -0.004 -0.040 -0.008 0.000
H 6.7225 -5.3286 -1.1105 -0.014 -0.030 0.007 0.000
H 5.0518 -5.1405 -0.5697 0.009 -0.021 0.005 0.000
H 3.1154 -3.3252 2.4073 0.001 0.001 -0.011 0.007
H 1.1123 -2.4696 3.5915 0.055 0.011 0.017 0.008
H 0.9415 0.0534 3.1094 -0.010 0.028 -0.090 0.052
H 2.7201 -0.0996 -0.4077 -0.033 -0.126 -0.021 0.003
O -2.5581 -0.2905 3.4386 0.039 -0.142 0.014 0.012
S -1.6985 0.0729 2.3827 -0.522 -0.325 0.777 0.052
O -0.5651 -1.0209 2.1920 -0.024 -0.142 0.026 0.058
O -2.3683 -0.1522 0.9887 0.727 -0.106 -0.029 0.104
O -1.0929 1.3846 2.4102 0.202 -0.046 0.040 0.046
```
Forces are in eV/Å.

Summary:
total charge = +2
multiplicity = 5
expectation value of S² = 6.071
maximum force = 1.8 eV Å⁻¹
E_LUMO (spin up / spin down) = -5.17 / -8.41 eV
HOMO (spin up / spin down) = -13.05 / -13.57 eV
ΔE to the lowest compared entry with this formula, charge and spin = 18.1 kcal/mol

***

Among the records above, which one has the highest multiplicity? C17H28FeOP2

***

What is the multiplicity in the second record? 1

***

Look up the multiplicity of the fourth one. 1

***

Among the records above, which one has the lowest maximum force? C27H38N8O6PtS